--- P ---
The following is a DFT calculation (the ωB97M-V functional and the def2-TZVPD basis) of a cluster of 2 separate species, C7H13NO in total.

Properties
- HOMO (eV) = -7.54
- orbital gap (eV) = 8.32

Cartesian coordinates (Å):
C1 1.010 0.515 0.866
C2 0.108 1.637 0.693
C3 -2.466 -0.180 -0.164
C4 0.468 -0.927 -0.584
N1 2.381 0.739 0.633
C5 -0.357 -0.336 -1.533
C6 -1.541 0.318 -1.242
C7 0.992 -2.101 -0.304
O1 0.795 -0.193 2.034
H1 1.317 -1.014 2.003
H2 2.924 -0.113 0.565
H3 2.556 1.336 -0.164
H4 0.131 -0.089 -2.473
H5 -2.027 0.836 -2.063
H6 -0.549 1.498 -0.314
H7 -0.718 1.633 1.397
H8 0.604 2.603 0.688
H9 0.688 -3.013 -0.805
H10 1.806 -2.214 0.410
H11 -1.905 -0.581 0.682
H12 -3.102 0.626 0.209
H13 -3.115 -0.980 -0.532

--- Q ---
The following is a DFT calculation (the ωB97M-V functional and the def2-TZVPD basis) of the molecule C7H13NO.

Properties
- HOMO (eV) = -9.74
- SMILES string = [H]/N=C\OC(C)(C)C(=C)C
- orbital gap (eV) = 10.53

Cartesian coordinates (Å):
H1 -0.218 -0.826 3.447
N1 0.358 -1.527 2.967
C1 0.238 -1.307 1.712
O1 -0.549 -0.307 1.290
C2 -0.588 -0.015 -0.134
C3 -1.223 -1.214 -0.872
C4 -1.565 1.165 -0.311
C5 0.818 0.397 -0.596
C6 1.456 -0.134 -1.655
C7 1.533 1.437 0.240
H2 0.755 -1.893 0.940
H3 -1.393 -0.995 -1.932
H4 -2.189 -1.474 -0.421
H5 -0.606 -2.117 -0.810
H6 -1.237 2.065 0.218
H7 -2.548 0.921 0.109
H8 -1.698 1.421 -1.369
H9 1.018 -0.899 -2.287
H10 2.465 0.176 -1.916
H11 0.867 2.247 0.546
H12 2.359 1.902 -0.309
H13 1.948 0.978 1.143

Short version: P is the least stable of them.

--- P ---
The following is a DFT calculation (the ωB97M-V functional and the def2-TZVPD basis) of a cluster of 7 separate species, H14O7 in total.

Properties
- HOMO (eV) = -10.93
- SMILES string = O.O.O.O.O.O.O
- orbital gap (eV) = 11.32

Cartesian coordinates (Å):
O1 0.658 -3.141 0.127
H1 0.063 -2.464 -0.337
H2 1.157 -3.529 -0.576
O2 -0.517 -1.069 -1.163
H3 -1.201 -0.478 -0.815
H4 0.034 -0.608 -1.826
O3 1.639 -0.322 0.942
H5 1.651 -0.170 1.833
H6 1.223 -1.174 0.724
O4 -1.857 -2.052 1.338
H7 -2.042 -2.164 2.223
H8 -1.270 -2.789 1.141
O5 0.030 3.663 -0.652
H9 -0.319 3.225 0.185
H10 -0.176 4.653 -0.717
O6 -1.000 1.426 0.847
H11 -1.426 0.951 1.554
H12 -0.142 1.002 0.864
O7 1.015 1.519 -2.228
H13 0.759 2.353 -1.775
H14 1.721 1.166 -1.688

--- Q ---
The following is a DFT calculation (the ωB97M-V functional and the def2-TZVPD basis) of a cluster of 7 separate species, H14O7 in total.

Properties
- HOMO (eV) = -10.66
- SMILES string = O.O.O.O.O.O.O
- orbital gap (eV) = 10.16

Cartesian coordinates (Å):
O1 2.004 0.779 -0.395
H1 1.749 1.488 -0.983
H2 1.570 0.972 0.422
O2 -1.720 1.973 0.240
H3 -2.294 2.276 0.924
H4 -1.076 1.546 0.774
O3 4.000 -1.271 0.077
H5 3.426 -0.550 -0.164
H6 4.827 -0.800 0.120
O4 0.550 -2.245 1.645
H7 1.122 -1.512 1.974
H8 0.357 -1.925 0.753
O5 -0.200 -1.019 -0.845
H9 -0.798 -0.661 -0.231
H10 0.587 -0.484 -0.849
O6 -2.251 1.545 -2.337
H11 -2.240 1.746 -1.385
H12 -2.257 0.621 -2.368
O7 -2.098 -0.915 1.012
H13 -2.647 -1.447 0.441
H14 -2.605 -0.119 1.176

--- R ---
The following is a DFT calculation (the ωB97M-V functional and the def2-TZVPD basis) of a cluster of 7 separate species, H14O7 in total.

Properties
- HOMO (eV) = -10.49
- SMILES string = O.O.O.O.O.O.O
- orbital gap (eV) = 10.41

Cartesian coordinates (Å):
O1 0.764 -3.535 -1.396
H1 0.811 -2.792 -0.856
H2 1.235 -4.281 -1.011
O2 1.323 -1.971 0.725
H3 1.503 -2.821 1.162
H4 1.847 -1.331 1.210
O3 -0.756 2.434 -0.922
H5 -0.282 3.159 -1.327
H6 -1.583 2.828 -0.711
O4 1.027 1.264 1.454
H7 1.070 2.208 1.310
H8 1.201 0.951 0.570
O5 -1.130 -0.196 0.394
H9 -0.385 -0.770 0.504
H10 -0.759 0.553 -0.065
O6 0.045 -0.207 -2.547
H11 0.738 0.035 -1.868
H12 -0.832 -0.240 -2.187
O7 -1.917 1.551 2.263
H13 -2.376 2.206 1.700
H14 -1.539 0.959 1.603

--- S ---
The following is a DFT calculation (the ωB97M-V functional and the def2-TZVPD basis) of a cluster of 7 separate species, H14O7 in total.

Properties
- HOMO (eV) = -11.34
- SMILES string = O.O.O.O.O.O.O
- orbital gap (eV) = 11.46

Cartesian coordinates (Å):
O1 -15.927 -0.241 5.277
H1 -16.648 0.303 4.961
H2 -15.496 -0.553 4.482
O2 -15.176 4.075 6.717
H3 -15.674 4.890 6.661
H4 -15.778 3.404 6.395
O3 -11.452 4.685 8.789
H5 -11.321 3.959 9.399
H6 -12.242 4.449 8.302
O4 -14.550 6.824 11.177
H7 -14.027 6.108 11.538
H8 -14.108 7.056 10.360
O5 -10.600 1.328 4.309
H9 -10.466 0.450 4.667
H10 -11.293 1.704 4.851
O6 -18.887 2.594 4.417
H11 -19.752 2.832 4.084
H12 -18.274 3.041 3.834
O7 -16.302 7.826 5.496
H13 -15.441 8.134 5.213
H14 -16.826 7.811 4.695

Short version: R is the least stable of them.

--- P ---
The following is a DFT calculation (the ωB97M-V functional and the def2-TZVPD basis) of a cluster of 7 separate species, H14O7 in total.

Properties
- HOMO (eV) = -11.16
- SMILES string = O.O.O.O.O.O.O
- orbital gap (eV) = 11.37

Cartesian coordinates (Å):
O1 -0.386 -0.932 -4.393
H1 0.374 -1.321 -4.827
H2 -0.141 -0.893 -3.469
O2 4.822 -2.576 1.118
H3 5.519 -2.764 1.746
H4 4.014 -2.796 1.583
O3 1.440 2.921 -2.963
H5 2.115 2.458 -3.460
H6 1.135 2.282 -2.319
O4 -3.041 1.535 1.614
H7 -3.497 1.067 2.313
H8 -2.525 2.201 2.068
O5 0.122 -0.058 -0.160
H9 -0.718 0.135 0.255
H10 0.634 -0.492 0.523
O6 -5.758 3.053 -0.859
H11 -5.678 4.002 -0.770
H12 -5.064 2.700 -0.302
O7 2.073 -3.383 3.757
H13 2.857 -3.085 4.218
H14 1.702 -4.057 4.326

--- Q ---
The following is a DFT calculation (the ωB97M-V functional and the def2-TZVPD basis) of a structure of composition H14O7.

Properties
- HOMO (eV) = -8.54
- orbital gap (eV) = 8.17

Cartesian coordinates (Å):
O1 0.215 2.857 0.388
H1 -0.419 2.140 0.431
H2 0.691 2.707 -0.428
O2 2.157 0.121 1.747
H3 2.969 0.613 1.625
H4 2.097 -0.013 2.692
O3 0.201 0.005 -0.125
H5 -0.518 -0.448 0.316
H6 0.618 0.521 0.565
O4 1.815 -1.404 -0.051
H7 1.403 -0.611 0.293
H8 2.234 -1.807 0.709
O5 -1.619 -1.088 0.443
H9 -2.213 -1.039 1.192
H10 -1.563 -2.022 0.242
O6 -0.322 0.738 -2.036
H11 -0.459 0.013 -2.646
H12 -0.073 0.316 -1.214
O7 -2.197 -0.545 -1.712
H13 -3.126 -0.742 -1.596
H14 -1.890 -0.312 -0.836

--- R ---
The following is a DFT calculation (the ωB97M-V functional and the def2-TZVPD basis) of a cluster of 7 separate species, H14O7 in total.

Properties
- HOMO (eV) = -11.27
- SMILES string = O.O.O.O.O.O.O
- orbital gap (eV) = 11.29

Cartesian coordinates (Å):
O1 0.010 0.818 -0.730
H1 0.861 1.108 -0.579
H2 0.035 0.180 -1.471
O2 2.892 -0.747 -4.138
H3 2.364 -1.265 -4.740
H4 2.243 -0.156 -3.724
O3 -2.402 -2.866 -2.938
H5 -2.158 -2.596 -2.051
H6 -3.060 -2.084 -3.150
O4 1.568 -1.434 0.908
H7 2.125 -1.064 0.189
H8 2.206 -1.404 1.579
O5 -2.125 -1.773 0.611
H9 -1.850 -0.952 0.249
H10 -2.724 -2.147 -0.136
O6 2.060 2.125 3.578
H11 2.482 2.899 3.333
H12 1.709 2.372 4.438
O7 -2.001 3.499 2.819
H13 -1.745 3.944 1.948
H14 -2.501 4.186 3.235

--- S ---
The following is a DFT calculation (the ωB97M-V functional and the def2-TZVPD basis) of a cluster of 7 separate species, H14O7 in total.

Properties
- HOMO (eV) = -9.86
- SMILES string = O.O.O.O.O.O.O
- orbital gap (eV) = 9.29

Cartesian coordinates (Å):
O1 -2.251 0.479 2.051
H1 -1.863 0.033 2.805
H2 -3.162 0.185 2.041
O2 1.026 -1.838 1.384
H3 0.419 -2.536 1.630
H4 1.234 -1.399 2.209
O3 -2.662 2.757 0.539
H5 -3.033 2.340 -0.238
H6 -2.415 2.028 1.108
O4 -0.535 1.199 -2.642
H7 0.080 1.900 -2.855
H8 -0.296 0.931 -1.754
O5 2.085 0.791 -1.790
H9 1.388 0.658 -1.148
H10 2.861 0.401 -1.386
O6 2.654 -2.276 -0.986
H11 3.142 -3.088 -1.129
H12 2.215 -2.405 -0.145
O7 -0.184 0.220 -0.154
H13 -1.038 0.128 0.270
H14 0.334 -0.508 0.190

Short version: Q is the least stable of them.

--- P ---
The following is a DFT calculation (the ωB97M-V functional and the def2-TZVPD basis) of a cluster of 7 separate species, H14O7 in total.

Properties
- HOMO (eV) = -10.50
- SMILES string = O.O.O.O.O.O.O
- orbital gap (eV) = 10.20

Cartesian coordinates (Å):
O1 1.269 -2.389 2.203
H1 1.001 -2.140 1.320
H2 0.559 -2.807 2.682
O2 -2.497 -1.133 1.312
H3 -2.149 -1.837 0.762
H4 -2.491 -0.397 0.684
O3 1.925 0.721 -3.272
H5 2.323 1.591 -3.170
H6 1.256 0.753 -2.588
O4 -0.171 1.325 -1.471
H7 -0.370 2.030 -2.114
H8 0.488 1.680 -0.867
O5 -2.645 1.172 -0.192
H9 -1.981 1.517 -0.715
H10 -3.424 1.595 -0.619
O6 1.793 0.516 2.337
H11 2.226 0.755 3.217
H12 1.578 -0.422 2.361
O7 0.409 -0.984 -0.243
H13 0.882 -1.334 -0.989
H14 0.016 -0.206 -0.629

--- Q ---
The following is a DFT calculation (the ωB97M-V functional and the def2-TZVPD basis) of a structure of composition H14O7.

Properties
- HOMO (eV) = -9.14
- orbital gap (eV) = 8.52

Cartesian coordinates (Å):
O1 -0.143 1.424 1.447
H1 -0.697 1.772 2.145
H2 0.142 2.197 0.959
O2 -0.005 2.077 -1.499
H3 0.496 1.344 -1.857
H4 -0.441 1.716 -0.728
O3 0.086 -0.119 -0.334
H5 -0.686 -0.591 -0.644
H6 -0.217 0.356 0.439
O4 -1.692 -1.253 -0.823
H7 -2.588 -0.932 -0.919
H8 -1.333 -1.234 -1.711
O5 1.911 1.289 1.928
H9 0.989 1.346 1.678
H10 2.389 1.554 1.142
O6 2.101 -0.463 -0.728
H11 1.208 -0.136 -0.621
H12 2.100 -1.312 -0.285
O7 -0.835 -3.091 0.048
H13 -1.486 -3.684 0.421
H14 -1.298 -2.260 -0.057

Short version: Q is the least stable of them.